1.
Density functional theory data (ωB97M-V/def2-TZVPD) for a molecular structure, C19H50B2NO29.

Results
HOMO level, eV: -7.200
E_tot, Eh: -3040.453246
Multiplicity: 1
ΔE to the lowest compared entry with this formula, charge and spin, kJ/mol: 354.29
Net charge: -1

```
101
C19H50B2NO29, DFT ωB97M-V/def2-TZVPD
O -17.59095 -19.04209 -8.58409
O -19.92425 -21.79140 -6.15502
O -23.40075 -24.78709 -2.11627
O -21.23067 -24.91594 -7.03083
O -23.87174 -23.32874 -8.62406
O -20.99090 -25.84964 -4.69368
O -23.07773 -21.81085 -6.53201
O -18.26861 -21.23447 -10.23260
O -19.97053 -27.31452 -8.95529
O -20.60979 -24.77575 -12.00502
O -19.14183 -27.13402 -11.26865
O -20.32348 -27.81359 -2.22405
O -21.72626 -25.05204 -9.10399
O -21.74750 -21.75118 -1.76745
O -19.63404 -23.46274 -0.01483
O -17.68044 -24.74068 -8.55609
O -19.09627 -24.92914 -5.72120
O -19.17517 -19.69464 -7.26375
O -18.17472 -24.27596 -3.83649
O -19.47190 -21.65910 -8.49459
O -19.95262 -26.77707 -6.72913
O -21.18281 -22.41823 -4.45262
O -21.48930 -30.07616 -9.81317
O -21.49279 -29.75085 -6.95407
O -15.64947 -23.98539 -5.14708
O -17.38919 -21.51413 -4.00750
O -20.59979 -24.80062 -2.83450
O -23.76321 -25.07130 -5.06915
O -21.48071 -20.79202 -7.46964
N -15.87608 -28.67661 -6.01289
C -18.51618 -19.81198 -8.39145
C -17.42713 -27.98561 -4.21488
C -16.67776 -29.75727 -6.78698
C -20.37197 -26.62883 -7.90682
C -21.18864 -25.47377 -8.07964
C -20.26246 -25.14077 -3.91701
C -16.52114 -29.19004 -3.66782
C -14.78455 -27.94841 -6.72254
C -21.07294 -21.96281 -5.64570
C -16.68003 -27.54477 -5.47520
C -18.63905 -20.97691 -9.02036
C -13.58308 -28.97468 -7.21180
C -21.98248 -21.44056 -6.55723
C -18.08551 -30.36166 -10.31330
C -19.11903 -24.62608 -4.53828
C -15.40235 -29.24048 -4.73137
C -12.85286 -28.39831 -8.46172
C -17.22594 -29.35291 -8.13735
C -17.71414 -30.57108 -8.90432
B -20.33279 -25.64849 -6.01330
B -20.01658 -20.96633 -7.37869
H -14.51252 -28.61595 -4.37319
H -16.84209 -31.27617 -9.00974
H -20.60515 -28.76691 -2.49740
H -21.06880 -27.37382 -1.96078
H -12.25491 -27.64445 -8.22524
H -22.77078 -21.68675 -1.74682
H -19.56861 -26.29444 -11.82583
H -15.17217 -27.42865 -7.63472
H -17.08833 -30.08135 -3.59769
H -16.15284 -30.65402 -6.91235
H -18.26075 -31.38270 -10.63107
H -19.79024 -22.64980 0.42858
H -18.64785 -30.80192 -8.29022
H -15.00754 -30.29947 -4.67084
H -21.48820 -29.87468 -9.04046
H -17.96773 -28.61653 -7.89913
H -21.26688 -31.11797 -9.70652
H -12.00484 -29.19466 -8.66052
H -23.37790 -24.02395 -8.55403
H -16.11676 -28.88479 -2.74150
H -17.20682 -30.11383 -10.96641
H -12.85219 -29.02727 -6.28891
H -20.12558 -23.98070 -12.01374
H -21.05862 -24.88021 -11.21557
H -16.42085 -29.07075 -8.73701
H -22.85526 -25.23643 -4.81779
H -17.75140 -27.13845 -3.48101
H -18.30310 -28.50459 -4.50297
H -17.77259 -24.33523 -9.31161
H -18.86674 -29.64259 -10.55602
H -23.69308 -23.01912 -7.68884
H -17.96811 -22.35959 -4.03116
H -14.00512 -29.95305 -7.37802
H -16.30985 -26.49210 -5.15798
H -24.04319 -25.98985 -5.21542
H -13.44034 -28.14634 -9.37040
H -22.00698 -28.88527 -7.02606
H -14.18213 -27.07713 -6.06553
H -19.52100 -26.87006 -10.33978
H -22.11692 -30.35694 -6.53691
H -23.75048 -24.94554 -2.95693
H -16.59640 -21.70369 -3.43328
H -17.42845 -30.05651 -6.04160
H -16.25047 -24.26024 -4.49463
H -15.26981 -23.40900 -4.49295
H -17.55719 -27.24706 -6.07509
H -22.43823 -24.80890 -2.43227
H -20.19958 -23.73622 -0.59262
H -18.21534 -24.10400 -7.82729
H -21.42608 -22.16061 -2.48402
```

***

2.
Density functional theory data (ωB97M-V/def2-TZVPD) for 9 unconnected molecules or ions with the total composition C19H50N2O11PS.

Results
HOMO level, eV: -11.727
E_tot, Eh: -2429.811200
Multiplicity: 1
Net charge: +1

```
84
C19H50N2O11PS, DFT ωB97M-V/def2-TZVPD
S -1.53647 4.01445 6.15160
P -1.62076 2.59120 4.77078
O -1.72125 3.24374 -0.12082
O -2.20779 -2.39470 0.38436
O -0.27642 -1.01852 -5.06409
O -4.23562 -2.19656 -2.15219
O 1.97139 -1.91673 -2.22749
O 8.82440 -0.40578 2.63857
O 0.42741 2.52112 0.77111
O -3.20563 2.63063 -4.21187
O -3.65684 -6.23799 -3.54711
O 5.54017 0.14549 1.72472
O -5.32120 3.80997 -0.13290
N 4.39172 -0.16113 -1.57797
N 2.92932 0.22977 4.09314
C -0.72708 0.14749 -5.72868
C 4.70364 0.89471 -0.51664
C 1.08195 2.05090 3.19346
C -4.97160 4.67149 0.93477
C -3.69838 -6.16211 -2.13400
C -0.97918 2.25727 0.42579
C -2.96427 -2.96789 1.43486
C 2.03699 -0.11159 5.29673
C 0.58363 0.62805 5.55870
C 2.55420 1.27386 3.03217
C 3.52398 1.67502 1.77292
C 0.06511 1.75152 4.44748
C 8.19439 -1.32068 3.51630
C 2.07124 -2.46991 -3.52687
C -2.85603 3.49215 -3.14420
C -4.58174 -2.72175 -3.42055
C 4.24361 0.41091 1.01689
C 0.56576 3.18245 2.07874
C -1.62915 0.73463 0.66341
H -4.51812 -1.93167 -4.17272
H 1.59774 -1.79830 -4.24712
H 7.93808 -2.23235 2.97115
H -3.06495 -6.94370 -1.70750
H 8.18996 -0.20719 1.92907
H -0.51319 1.01775 -5.10383
H -2.44378 2.04758 -4.36994
H -2.64128 2.89921 -2.25170
H -1.80452 0.07850 -5.89714
H 1.02427 -1.82288 -2.02874
H 4.14328 1.87387 -0.86602
H -0.42099 3.72471 2.39774
H -1.14711 -0.03838 -0.10203
H 5.86545 1.16494 -0.56189
H -1.37329 0.40649 1.75754
H 3.12678 -2.58889 -3.78226
H -3.99135 -7.11629 -3.79619
H -2.67929 -2.58513 -0.44436
H -5.80926 5.34250 1.13880
H -0.20404 0.24934 -6.68279
H -0.47958 -1.77356 -5.64202
H -2.21126 3.22068 3.60532
H 7.29177 -0.86579 3.93175
H -2.46016 -2.77140 2.38397
H -3.88364 -3.52227 -3.67621
H -0.09204 0.39457 6.50201
H -3.69369 4.16316 -2.94017
H 3.85718 -0.28494 4.04351
H 5.47413 0.45683 2.67467
H 2.34894 -0.92452 6.11312
H 8.88299 -1.56572 4.32829
H -4.87183 -1.48896 -1.95246
H 3.61876 -0.58034 0.99841
H 3.37306 -0.37604 -1.46606
H -3.96063 -2.51941 1.45434
H -2.77953 0.79734 0.43029
H -3.32760 -5.18372 -1.81963
H 3.02492 2.33857 0.94836
H -4.75684 4.07855 1.82727
H 4.98550 -1.00833 -1.34174
H 1.58150 -3.44665 -3.54666
H -4.55934 3.22693 -0.29097
H -4.09473 5.26103 0.65624
H -3.04170 -4.04715 1.28244
H -1.97916 4.08169 -3.42273
H 4.40817 2.33420 2.22997
H -2.58667 1.63839 5.27056
H 1.46337 3.96565 2.01313
H -5.59703 -3.12439 -3.38448
H -4.72878 -6.28602 -1.79168
```